(1)
This record from OMol25 describes the ion C4H5N2O2 with charge -1 at a distorted geometry. The level of theory is wB97M-V/def2-TZVPD.

- gap between HOMO and LUMO (eV) = 7.67
- molecular weight (g mol⁻¹) = 113.10
- DFT total energy (Eh) = -415.4327

Geometry as ORCA input:
```
! RIJCOSX wB97M-V def2-TZVPD def2/J DEFGRID3
* xyz -1 1
C -0.8983 1.3688 0.0039
C 2.2443 -0.3279 -0.0651
C -1.5756 0.0395 -0.0785
C -0.2710 -0.8707 0.0941
N 0.3850 1.3427 -0.0492
N 0.8007 0.0885 -0.2136
O 3.0260 0.6421 0.0257
O 2.4173 -1.5555 -0.0727
H -1.3193 2.2539 0.2316
H -2.3813 -0.0133 0.5971
H -2.0137 -0.0376 -1.0137
H -0.3510 -1.2186 1.1125
H -0.0631 -1.7121 -0.5722
*
```

Atom charges from the Löwdin analysis, given in e for atoms 1 to 6: atom 1 (C): -0.195, atom 2 (C): -0.727, atom 3 (C): -0.140, atom 4 (C): -0.123, atom 5 (N): 0.068, atom 6 (N): -0.114

=====

(2)
This record from OMol25 describes the molecule C3H6P2 at a distorted geometry. The level of theory is wB97M-V/def2-TZVPD.

- gap between HOMO and LUMO (eV) = 8.41
- molecular weight (g mol⁻¹) = 104.03
- DFT total energy (Eh) = -800.5389

Geometry as ORCA input:
```
! RIJCOSX wB97M-V def2-TZVPD def2/J DEFGRID3
* xyz 0 1
C 1.0423 0.0658 -0.5966
C -1.2842 -0.6015 0.2638
C -0.2896 0.5456 0.1696
P 2.5505 1.0783 -0.1580
P 2.4189 -0.8380 0.2635
H 0.9698 0.0123 -1.7293
H -1.4424 -0.8239 -0.7000
H -2.2522 -0.2999 0.7685
H -0.8642 -1.3801 0.7398
H -0.1036 0.8431 1.2329
H -0.7453 1.3983 -0.2541
*
```

Atom charges from the Löwdin analysis, given in e for atoms 1 to 6: atom 1 (C): -0.908, atom 2 (C): -0.126, atom 3 (C): -0.339, atom 4 (P): 0.502, atom 5 (P): 0.502, atom 6 (H): 0.054

=====

(3)
This record from OMol25 describes a structure of composition C22H30GeN2O5RuS at a distorted geometry. The level of theory is wB97M-V/def2-TZVPD.

- gap between HOMO and LUMO (alpha / beta) (eV) = 6.26 / 6.27
- molecular weight (g mol⁻¹) = 608.24
- DFT total energy (Eh) = -3911.8138

Geometry as ORCA input:
```
! RIJCOSX wB97M-V def2-TZVPD def2/J DEFGRID3
* xyz 0 1
Ru 1.2616 1.5715 -0.1522
O -0.0294 4.1489 -0.7407
C -0.4082 4.0323 -2.0927
C 0.3730 2.9551 -2.8422
N 0.3557 1.6190 -2.1987
C -1.0167 1.0982 -2.0038
C -1.2017 0.6935 -0.5284
O -2.5180 0.3755 -0.2417
O -0.7211 1.6736 0.2914
C 1.2959 0.6936 -2.8911
C 2.3346 0.0577 -1.9196
O 2.4467 -1.1515 -1.8439
O 2.9890 0.9653 -1.2512
H -0.5901 3.5348 -0.2267
H -0.1950 4.9808 -2.5911
H -1.4865 3.8710 -2.1856
H 1.4177 3.2551 -2.9223
H -0.0375 2.8718 -3.8578
H -1.2412 0.2873 -2.6980
H -1.7410 1.8882 -2.1898
H 1.8791 1.2854 -3.5955
H 0.7559 -0.0772 -3.4430
C 3.4033 2.9636 3.9003
Ge 2.2509 1.8273 2.8046
C 2.9656 0.0041 2.7379
C 0.4271 1.8298 3.5016
C 2.2616 2.5005 0.9091
H 3.4177 2.5525 4.9108
H 3.0243 3.9842 3.9464
H 4.4245 2.9924 3.5216
H 2.6684 -0.5383 3.6371
H 4.0538 0.0120 2.6740
H 2.5942 -0.5350 1.8680
H 0.3574 1.1265 4.3331
H -0.2956 1.5483 2.7355
H 0.1570 2.8213 3.8669
H 3.0486 3.1854 0.5740
N -0.2648 -0.4615 -0.2712
S -0.5751 -1.8771 -1.2086
C -2.2375 -1.8247 -1.3084
C -2.8972 -2.2682 -2.4943
C -4.2391 -2.1713 -2.6144
C -4.9818 -1.5906 -1.5195
C -4.4017 -1.0901 -0.4181
C -2.9207 -1.0578 -0.2318
C -0.0197 -3.0261 0.0820
C 1.2688 -2.9442 0.5934
C 1.6641 -3.8649 1.5506
C 0.7871 -4.8579 1.9712
C -0.4887 -4.9385 1.4321
C -0.8984 -4.0173 0.4767
H -0.3675 -0.7058 0.7126
H -2.3030 -2.7083 -3.2904
H -4.7513 -2.5306 -3.4958
H -6.0632 -1.5506 -1.5939
H -5.0020 -0.6443 0.3654
H -2.6529 -1.4214 0.7708
H 1.9598 -2.2022 0.2132
H 2.6650 -3.8131 1.9594
H 1.1031 -5.5756 2.7170
H -1.1699 -5.7145 1.7553
H -1.8949 -4.0475 0.0502
*
```

Atom charges from the Löwdin analysis, given in e for atoms 1 to 6: atom 1 (Ru): 1.277, atom 2 (O): -0.089, atom 3 (C): -0.248, atom 4 (C): -0.150, atom 5 (N): -0.209, atom 6 (C): -0.065

=====

(4)
This record from OMol25 describes a structure of composition C41H39Br2F5N3O8TaTe at a distorted geometry. The level of theory is wB97M-V/def2-TZVPD.

- gap between HOMO and LUMO (eV) = 7.84
- molecular weight (g mol⁻¹) = 1265.12
- DFT total energy (Eh) = -8324.6315

Geometry as ORCA input:
```
! RIJCOSX wB97M-V def2-TZVPD def2/J DEFGRID3
* xyz 0 1
Ta 0.0550 0.7087 0.3008
O 1.1200 -2.8325 2.4403
C 0.9746 -2.4267 3.7242
C 0.8848 -3.4226 4.6908
C 0.6870 -3.0874 6.0201
C 0.5705 -1.7588 6.4050
C 0.6793 -0.7716 5.4386
C 0.8985 -1.0816 4.1025
C 1.0249 0.0227 3.0902
O 0.1415 -0.1762 2.0476
N 2.3649 0.0246 2.4750
N 2.3930 0.3062 1.1313
C 3.4972 0.7500 0.6741
C 3.8135 0.9909 -0.7318
Br 3.0295 -0.1306 -2.0343
C 4.7164 1.9237 -1.0394
C 5.1612 2.3606 -2.3704
C 6.5219 2.5059 -2.6296
C 6.9588 2.9193 -3.8777
C 6.0364 3.2159 -4.8707
C 4.6778 3.1038 -4.6097
C 4.2399 2.6771 -3.3667
H 0.9742 -2.0956 1.8306
H 0.9613 -4.4550 4.3758
H 0.6111 -3.8738 6.7604
H 0.4032 -1.4954 7.4403
H 0.5996 0.2733 5.7192
H 0.8318 0.9888 3.5758
H 3.0876 0.4862 3.0117
H 4.2991 1.0085 1.3660
H 5.1711 2.4295 -0.1909
H 7.2402 2.2822 -1.8498
H 8.0190 3.0140 -4.0730
H 6.3757 3.5453 -5.8444
H 3.9555 3.3536 -5.3760
H 3.1816 2.6115 -3.1511
C -0.3083 -1.2655 -3.7978
C -1.0523 -1.2978 -2.4664
C -2.3490 -2.0933 -2.5503
O -1.2963 0.0101 -1.9787
C -0.1496 -1.9273 -1.4075
O 0.1882 -3.0736 -1.4132
O 0.2334 -1.0707 -0.4541
H -0.9882 -0.9662 -4.5984
H 0.0880 -2.2521 -4.0354
H 0.5146 -0.5519 -3.7501
H -2.9807 -1.6828 -3.3411
H -2.8865 -2.0397 -1.6029
H -2.1400 -3.1379 -2.7761
H -1.8410 0.5228 -2.5819
C -7.8882 2.9599 0.1436
C -7.1872 1.6435 0.3417
C -6.8510 0.8733 -0.7674
C -6.1757 -0.3268 -0.6191
C -5.8483 -0.7875 0.6442
C -6.1844 -0.0288 1.7622
N -5.8936 -0.4936 3.0660
C -4.8452 -1.3550 3.3704
C -5.0595 -2.4372 4.2262
C -4.0414 -3.3263 4.5195
C -2.7853 -3.1847 3.9404
C -2.5569 -2.1097 3.1023
C -3.5592 -1.1730 2.8490
C -3.1284 0.0294 2.0961
O -3.6270 1.1553 2.6236
O -2.3460 -0.0054 1.1733
C -6.8361 1.2033 1.6231
C -7.1114 2.0327 2.8445
H -8.1956 3.0784 -0.8943
H -7.2325 3.7976 0.3948
H -8.7769 3.0454 0.7701
H -7.1205 1.2248 -1.7562
H -5.9202 -0.9181 -1.4897
H -5.3525 -1.7413 0.7692
H -6.6866 -0.5643 3.6824
H -6.0487 -2.5882 4.6430
H -4.2395 -4.1530 5.1897
H -1.9908 -3.8876 4.1467
H -1.5816 -1.9471 2.6624
H -6.2853 1.9415 3.5508
H -8.0212 1.7151 3.3641
H -7.2359 3.0840 2.5957
Br -2.1597 6.3391 -0.0262
C -2.7765 4.7898 0.8766
C -2.3040 4.5155 2.1486
C -2.6126 3.2946 2.7299
C -3.3706 2.3841 2.0216
C -3.9098 2.6848 0.7852
C -3.6027 3.9018 0.2067
H -1.6619 5.2209 2.6571
H -2.2284 3.0313 3.7058
H -4.5163 1.9577 0.2625
H -3.9774 4.1454 -0.7781
F 1.8136 4.7855 -0.7896
Te 0.5705 3.8188 0.2607
F -1.4108 1.8063 -0.2619
F 0.7292 5.2076 1.5756
F -0.0758 2.2757 1.7037
F 2.1185 3.2657 1.1899
O 1.0636 1.9400 -0.6555
*
```

Atom charges from the Löwdin analysis, given in e for atoms 1 to 6: atom 1 (Ta): 1.884, atom 2 (O): 0.080, atom 3 (C): -0.277, atom 4 (C): -0.022, atom 5 (C): -0.086, atom 6 (C): -0.093

=====

(5)
This record from OMol25 describes a cluster of 2 separate species, C6H11ClF2NO3P in total at a distorted geometry. The level of theory is wB97M-V/def2-TZVPD.

- gap between HOMO and LUMO (alpha / beta) (eV) = 8.89 / 8.89
- molecular weight (g mol⁻¹) = 249.58
- DFT total energy (Eh) = -1516.9189

Geometry as ORCA input:
```
! RIJCOSX wB97M-V def2-TZVPD def2/J DEFGRID3
* xyz 0 1
C 1.6327 0.3049 -1.5524
C -0.3066 2.9474 -0.7566
C 0.9129 -2.5618 1.3269
C -1.2064 2.0696 -0.0633
C 1.0141 -2.4597 -0.1872
C 2.9000 0.6075 0.3664
N 2.2271 0.5440 -2.5875
O -0.8985 0.1146 -2.3828
O -0.5657 0.6545 0.1283
O -0.0231 -1.6458 -0.8062
F 2.1477 0.1603 1.3683
F 3.0827 1.9097 0.4860
P -0.0951 -0.0962 -1.1631
Cl 4.4413 -0.1761 0.4606
H -0.5971 3.9606 -0.6980
H 0.7015 2.9220 -0.3928
H -0.1187 2.7790 -1.7777
H 1.8744 -3.0616 1.7247
H 0.9947 -1.5766 1.6698
H -0.0244 -3.0785 1.5813
H -2.1774 1.9144 -0.4595
H -1.1810 2.4233 0.9776
H 0.7467 -3.4696 -0.6161
H 2.0689 -2.1280 -0.3356
H 1.6974 0.6958 -3.3839
*
```

Atom charges from the Löwdin analysis, given in e for atoms 1 to 6: atom 1 (C): -0.168, atom 2 (C): -0.108, atom 3 (C): -0.082, atom 4 (C): -0.150, atom 5 (C): -0.253, atom 6 (C): -0.874

=====

(6)
This record from OMol25 describes a cluster of 7 separate species, C30H70N4O4 in total at a distorted geometry. The level of theory is wB97M-V/def2-TZVPD.

- gap between HOMO and LUMO (alpha / beta) (eV) = 1.79 / 9.20
- molecular weight (g mol⁻¹) = 550.91
- DFT total energy (Eh) = -1704.9569

Geometry as ORCA input:
```
! RIJCOSX wB97M-V def2-TZVPD def2/J DEFGRID3
* xyz -1 2
C 2.6851 3.1114 -1.2824
C 1.8383 4.3473 -1.2027
C 2.5611 5.6345 -1.7518
C 2.0589 6.9685 -1.0151
C 0.8495 7.5838 -1.7396
C -0.5100 6.7738 -1.7915
H 2.8307 2.7003 -2.2813
H 2.2494 2.3091 -0.6870
H 3.7135 3.2783 -0.9620
H 0.8652 4.1009 -1.6275
H 1.6155 4.5354 -0.1524
H 2.4794 5.7690 -2.8304
H 3.5991 5.3774 -1.5406
H 2.0892 6.9150 0.0732
H 2.8486 7.6853 -1.2398
H 0.6948 8.5006 -1.1707
H 1.0721 8.0730 -2.6879
H -0.7844 6.3474 -0.8266
H -1.3567 7.3453 -2.1717
H -0.2914 5.9271 -2.4422
C -4.9867 -0.6069 3.6056
C -5.1293 -0.0567 2.1611
C -4.2023 1.1403 1.9632
C -4.7000 2.0274 0.9032
C -3.7567 3.2658 0.7550
C -4.0557 4.2489 -0.3483
H -5.0760 0.2087 4.3232
H -3.9841 -1.0054 3.7610
H -5.7379 -1.3873 3.7268
H -4.8434 -0.9045 1.5386
H -6.1472 0.1862 1.8562
H -3.1408 0.9173 1.8553
H -4.1817 1.5902 2.9558
H -4.5835 1.4391 -0.0070
H -5.7170 2.2926 1.1921
H -3.9119 3.7982 1.6933
H -2.7360 2.8848 0.7223
H -4.0798 3.7449 -1.3145
H -4.9527 4.8309 -0.1364
H -3.1670 4.8790 -0.3825
C 1.2222 -1.6483 1.6482
C 1.2656 -1.1730 0.1714
C 0.0838 -0.1987 -0.0477
C -1.1122 -0.8987 -0.8830
C -2.3973 0.0387 -1.0147
C -3.1814 -0.4378 -2.3053
H 2.2030 -2.0330 1.9278
H 0.4282 -2.3343 1.9431
H 1.0630 -0.7440 2.2355
H 2.1240 -0.5065 0.0879
H 1.2613 -2.0124 -0.5239
H 0.5152 0.5235 -0.7408
H -0.2876 0.3134 0.8400
H -0.5410 -1.0544 -1.7981
H -1.3889 -1.8242 -0.3780
H -2.9408 -0.0481 -0.0739
H -2.0548 1.0485 -1.2406
H -2.8727 -1.4434 -2.5910
H -4.2227 -0.6302 -2.0470
H -2.9960 0.1079 -3.2305
C -1.1925 -5.1610 -1.8761
C -1.4684 -5.5218 -3.3004
O -2.5214 -5.0114 -3.7961
N -0.6608 -6.3069 -4.0760
C -0.8299 -6.4893 -5.4900
H -0.1037 -5.1419 -1.8275
H -1.5468 -5.8033 -1.0699
H -1.3259 -4.1418 -1.5133
H 0.2604 -6.6225 -3.8081
H -0.4801 -7.4677 -5.8195
H -0.1318 -5.7861 -5.9441
H -1.7707 -6.1543 -5.9267
C 7.5745 0.3026 4.1213
C 6.3842 -0.0579 3.2791
O 6.6078 -0.8253 2.3556
N 5.1183 0.3734 3.6726
C 3.7784 0.0394 3.1615
H 8.3555 0.7278 3.4909
H 7.8780 -0.5641 4.7085
H 7.3182 0.9555 4.9557
H 5.1286 1.0089 4.4575
H 3.2231 -0.5339 3.9039
H 3.9243 -0.5220 2.2386
H 3.2228 0.9645 3.0077
C 4.6671 -3.1515 0.3776
C 4.5899 -2.0188 -0.6432
O 4.0367 -2.1681 -1.7208
N 5.1984 -0.9113 -0.2242
C 5.3344 0.1801 -1.1269
H 3.7325 -3.7123 0.3653
H 4.7846 -2.6313 1.3282
H 5.4888 -3.8664 0.3336
H 5.5395 -0.8107 0.7212
H 4.3825 0.4897 -1.5584
H 5.8300 -0.2559 -1.9943
H 5.9622 1.0012 -0.7809
C -2.6070 -4.0074 2.5174
C -3.6698 -4.3486 1.5103
O -4.0891 -5.4983 1.4353
N -3.8888 -3.4045 0.6256
C -4.7914 -3.5799 -0.4735
H -1.9514 -4.8658 2.6641
H -3.0933 -3.6619 3.4296
H -1.8602 -3.2540 2.2669
H -3.4459 -2.5247 0.8491
H -5.4386 -2.7407 -0.7282
H -5.4284 -4.4264 -0.2172
H -4.2141 -3.9149 -1.3352
*
```

Atom charges from the Löwdin analysis, given in e for atoms 1 to 6: atom 1 (C): -0.157, atom 2 (C): -0.288, atom 3 (C): -0.177, atom 4 (C): -0.206, atom 5 (C): -0.262, atom 6 (C): -0.096

=====

(7)
This record from OMol25 describes the molecule C4H7N3 at a distorted geometry. The level of theory is wB97M-V/def2-TZVPD.

- gap between HOMO and LUMO (eV) = 7.86
- molecular weight (g mol⁻¹) = 97.12
- DFT total energy (Eh) = -320.8116

Geometry as ORCA input:
```
! RIJCOSX wB97M-V def2-TZVPD def2/J DEFGRID3
* xyz 0 1
C 1.6040 0.6786 0.9143
C -0.8297 -0.0363 -1.6198
C -1.5131 -0.6657 -0.6975
C -0.7167 -0.4747 0.5272
H 2.5655 0.6961 0.3964
H 1.6072 0.0754 1.7965
H 1.4485 1.7322 1.1180
H 1.1948 0.6085 -1.6303
H -0.9574 0.1191 -2.6892
H -2.5046 -1.1531 -0.7214
H -1.8346 -1.2618 1.8238
N 0.4969 0.0875 0.1339
N 0.3682 0.3833 -1.1269
N -0.9288 -0.7890 1.7750
*
```

Atom charges from the Löwdin analysis, given in e for atoms 1 to 6: atom 1 (C): 0.006, atom 2 (C): -0.126, atom 3 (C): -0.022, atom 4 (C): -0.412, atom 5 (H): 0.082, atom 6 (H): 0.073

=====

(8)
This record from OMol25 describes a cluster of 3 separate species, C3H12N2O2 in total at a distorted geometry. The level of theory is wB97M-V/def2-TZVPD.

- gap between HOMO and LUMO (eV) = 9.70
- molecular weight (g mol⁻¹) = 108.14
- DFT total energy (Eh) = -381.4680

Geometry as ORCA input:
```
! RIJCOSX wB97M-V def2-TZVPD def2/J DEFGRID3
* xyz 0 1
C 0.9030 1.1808 -1.7843
C 0.3804 0.6341 -0.4504
N -1.1323 -0.6082 1.6283
C -1.5448 -0.4953 0.3298
N -1.0212 0.2597 -0.5426
H 1.2536 0.4322 -2.4831
H 0.1863 1.8926 -2.1936
H 1.7307 1.8319 -1.4745
H 0.9798 -0.2273 -0.1304
H 0.6274 1.3252 0.3704
H -0.2073 -0.3104 1.8789
H -1.5462 -1.2806 2.2469
H -2.3992 -1.1277 0.1029
H 4.4508 -3.2784 2.1596
H 3.9993 -4.2122 0.9835
O 3.7130 -3.5343 1.5968
H -1.9574 1.8954 -0.8682
H -2.7408 2.9431 -1.6616
O -2.1867 2.8422 -0.8826
*
```

Atom charges from the Löwdin analysis, given in e for atoms 1 to 6: atom 1 (C): -0.092, atom 2 (C): -0.312, atom 3 (N): 0.111, atom 4 (C): -0.290, atom 5 (N): -0.030, atom 6 (H): 0.065